No. 1
Formula: C12H53IO24
Source: the OMol25 dataset
Level of theory: wB97M-V/def2-TZVPD

- Gap between HOMO and LUMO: 8.598 eV
- HOMO energy: -9.31 eV

```
! wB97M-V def2-TZVPD RIJCOSX def2/J DEFGRID3
* xyz 0 1
O 5.77301 -0.48984 -4.63682
C 0.93351 -1.50470 -0.29839
O 1.35461 1.81251 2.01528
H 2.40212 1.73045 -6.14450
H -4.81257 -2.31742 1.34644
H -2.19963 -0.56915 -5.54188
H -2.76028 2.03850 -2.34767
H 4.57821 5.69168 -5.21003
H 5.00757 5.15511 3.79320
H 4.07251 0.53370 -3.20155
H -4.93332 -5.10112 4.78966
O 1.82517 1.07057 -5.73893
H 0.21882 -6.29916 2.03319
C -1.98753 -2.99719 1.20207
H -3.85527 0.23763 -1.90700
H 2.82994 -0.11626 -3.78166
H -2.83636 -0.65490 -2.59856
O 0.82116 -4.70179 0.62888
H -2.78949 -1.04439 4.40961
O 3.96067 3.48952 1.57159
H 1.07338 2.73341 2.06729
O -3.07349 2.42550 -3.17706
H -5.09417 -6.53788 1.16691
H -2.32378 1.06328 2.75698
O 3.64838 -4.41559 0.73397
O -4.68171 -0.96354 2.92745
C -2.73121 -1.68053 1.53302
H 3.79100 6.71436 1.06291
H -0.39441 -0.78254 1.18654
H 4.86952 3.72411 1.77461
H -2.42747 0.73126 -4.78053
C -0.69032 -2.90097 1.01589
I -0.38859 -1.96787 -1.97534
C 0.18690 -1.69694 1.04970
H 3.65760 4.27740 -7.31285
H 3.88584 2.98878 -8.09328
H 3.40085 6.44735 -5.80702
H 3.83734 5.87955 3.14626
H 3.57797 4.30955 1.23960
C -2.50555 -4.41769 1.04944
C -3.16867 0.94235 3.44925
H 2.49749 0.04035 -0.32262
H 3.74382 0.97274 4.24827
H -0.01967 3.00540 4.10247
O -1.35632 -5.12887 0.73670
O 0.33506 -6.95230 2.73350
C -0.25718 -4.33420 0.75293
C -4.09831 -1.99876 2.11749
O -0.35874 2.10487 4.10541
H -4.82980 -7.85740 0.46153
O 4.72185 5.54234 2.95821
H 3.52020 -0.39865 3.63154
O -3.55382 -4.88475 1.10798
H -3.42965 1.95587 3.75611
H -4.86448 -5.05144 3.26812
O 2.87585 6.47607 0.86522
O -2.75046 -0.17586 -4.85532
H 0.92689 0.59170 0.36743
H 6.06151 -0.78791 -5.50623
H 0.89480 -1.74846 1.88753
H -0.17134 -7.71401 2.43143
H 0.17342 1.66016 3.42600
O -2.29732 5.02494 -4.75243
O 3.33465 3.37036 -7.40138
C -4.27213 0.29940 2.58272
H 1.80235 -2.16207 -0.36436
O -5.35808 -4.70490 4.02088
H -2.09918 5.47513 -3.92476
H -2.07676 -1.13869 2.21275
C 1.41039 -0.01090 -0.41872
O 4.26642 6.08685 -6.03245
H -1.60880 0.19654 4.77209
H 2.31492 1.85082 2.14975
H 3.79615 -3.71442 1.37689
H 2.72142 -4.31309 0.47522
O 3.60018 0.53383 3.40239
H -2.39432 4.09858 -4.49745
H 1.43857 1.52960 -4.98498
H 6.36154 -0.94374 -4.02302
H -3.93660 2.79398 -2.95454
H -3.20231 0.23808 5.53937
H 2.48810 7.29033 0.52574
O -4.74682 0.90175 1.70161
H -3.98163 -2.87248 2.77148
H 1.12539 0.37519 -1.39632
H -2.87365 -1.13141 0.58996
C -2.67580 0.02675 4.60196
O -3.00560 -0.19697 -1.76310
O -5.37815 -7.45896 1.14582
O 3.13367 0.40154 -3.02549
*
```



No. 2
Formula: C19H24N3O
Source: the OMol25 dataset
Level of theory: wB97M-V/def2-TZVPD

- Gap between HOMO and LUMO: 8.528 eV
- Energy relative to the best compared isomer or geometry (same formula, charge and spin): 47.72 kcal/mol
- SMILES: COc1ccc([C@@H]([NH2+]N(C)C)c2cn(C)c3ccccc23)cc1
- HOMO energy: -10.90 eV

```
! wB97M-V def2-TZVPD RIJCOSX def2/J DEFGRID3
* xyz 1 1
C -0.99655 -1.60187 0.93388
C 3.11034 -1.19517 0.15670
H -0.36863 1.74416 0.74485
H 0.45479 1.83037 -3.96882
H -3.54260 -3.78221 1.43790
H -2.03906 -3.85563 2.41015
C -3.37562 1.13215 0.56267
N 0.60257 2.27336 -1.86181
H 0.68860 4.34728 -2.36254
C -0.03412 3.57163 -2.07433
H -2.88467 2.11407 0.44088
H -1.28844 1.60834 -1.63133
H 1.75563 2.04317 1.83727
C -2.57696 -0.00491 0.64759
C 3.95537 -0.39945 0.95835
H -2.01271 -4.27981 0.67720
H 1.11078 -1.50233 -0.55787
H 5.77390 -1.76380 -0.57284
H -5.39873 1.87489 0.53667
H 6.87195 -1.86361 0.85830
C -0.16027 0.80987 0.22178
H -6.45798 -0.32598 0.89573
H -0.09007 0.43369 -1.86172
H 4.13323 1.36514 2.15021
C -4.60665 -1.39830 1.01417
C 1.16984 1.82078 -3.14263
C -1.15664 -0.26150 0.61250
H 5.31542 -2.77092 0.84820
O 5.28490 -0.66196 1.16767
N -0.34481 1.25824 -1.30473
H 1.98626 2.48481 -3.49850
C 3.45827 0.77672 1.54976
N -2.22304 -2.20632 1.10146
H -0.10323 -2.18216 1.08142
C -2.46077 -3.60531 1.42398
H -0.74988 3.54394 -2.88121
C 1.75979 -0.79692 -0.01364
C -5.37637 -0.24062 0.84889
C -3.22059 -1.24784 0.93001
H 3.49327 -2.11168 -0.33269
C 1.29551 0.40469 0.53229
C -4.76937 0.99998 0.64974
C 2.14324 1.14266 1.33895
H -5.03257 -2.38651 1.21609
H -0.52256 3.89737 -1.17100
C 5.83154 -1.84756 0.52686
H 1.59765 0.81502 -3.07644
*
```



No. 3
Formula: C2H10NO3
Source: the OMol25 dataset
Level of theory: wB97M-V/def2-TZVPD

- Gap between HOMO and LUMO: 10.836 eV
- Energy relative to the best compared isomer or geometry (same formula, charge and spin): 21.35 kcal/mol
- HOMO energy: -14.22 eV

```
! wB97M-V def2-TZVPD RIJCOSX def2/J DEFGRID3
* xyz 1 1
H 0.46292 -1.45317 -0.09130
H -0.11568 0.01336 -0.71908
H 2.35639 -1.10801 -1.17083
H -1.87528 0.93674 2.43608
H -0.49282 -0.81624 1.93607
C -1.25181 0.98543 1.52908
H 3.12165 -1.32106 0.15009
H 1.04666 1.62754 -2.07632
C -1.12322 -0.46289 1.10176
H -2.07044 -0.99041 1.17780
H -1.02162 -1.21668 -0.79844
O 0.11650 1.64343 -1.78777
N -0.35841 -0.80716 -0.12876
O 2.24675 -1.20152 -0.20516
O -0.69207 1.88518 0.99928
H -0.34952 2.28546 -2.35249
*
```



No. 4
Formula: C12H14N2S
Source: the OMol25 dataset
Level of theory: wB97M-V/def2-TZVPD

- Gap between HOMO and LUMO: 8.433 eV
- Energy relative to the best compared isomer or geometry (same formula, charge and spin): 41.97 kcal/mol
- SMILES: [H]/N=C(\C(=S)N1CCCC1)c1ccccc1
- HOMO energy: -8.26 eV

```
! wB97M-V def2-TZVPD RIJCOSX def2/J DEFGRID3
* xyz 0 1
C 0.18800 -1.65907 -0.06179
H 2.81419 2.03241 -0.52212
H -0.30666 -2.20882 -2.51578
H 1.71381 1.32591 0.66281
C -0.98308 -1.31522 -0.88554
C 3.35058 0.00583 0.27384
C -2.12099 -0.41110 1.12377
H 1.93315 -0.15118 -2.10866
H 4.06285 -0.01232 1.12637
C 1.47791 0.25683 -1.12924
H -1.16197 -0.67308 1.69487
H 2.77624 -2.13686 -0.03089
C -4.44787 0.20532 0.94197
H -5.42614 0.57729 1.38354
C 2.53489 -1.20906 0.52223
C -4.43290 0.30804 -0.45082
S 0.09861 -2.94189 0.91045
C -3.33069 -0.12976 1.70168
C -3.21665 -0.13673 -1.07010
C 2.38170 1.11754 -0.12369
H 3.94860 -0.15155 -0.61735
N 1.28111 -0.85344 -0.11528
H -3.42684 -0.20736 2.83089
N -1.02313 -1.61854 -2.15769
H 0.53298 0.62923 -1.31897
H -3.15917 -0.11402 -2.11945
H 2.42966 -1.28123 1.56986
H -5.19825 0.77503 -1.00889
C -2.09391 -0.56036 -0.30029
*
```



> What is the HOMO energy in the first record?

-9.31 eV



> Number 1 is which compound?

C12H53IO24



Repeat the third record exactly.
Formula: C2H10NO3
Source: the OMol25 dataset
Level of theory: wB97M-V/def2-TZVPD

- Gap between HOMO and LUMO: 10.836 eV
- Energy relative to the best compared isomer or geometry (same formula, charge and spin): 21.35 kcal/mol
- HOMO energy: -14.22 eV

```
! wB97M-V def2-TZVPD RIJCOSX def2/J DEFGRID3
* xyz 1 1
H 0.46292 -1.45317 -0.09130
H -0.11568 0.01336 -0.71908
H 2.35639 -1.10801 -1.17083
H -1.87528 0.93674 2.43608
H -0.49282 -0.81624 1.93607
C -1.25181 0.98543 1.52908
H 3.12165 -1.32106 0.15009
H 1.04666 1.62754 -2.07632
C -1.12322 -0.46289 1.10176
H -2.07044 -0.99041 1.17780
H -1.02162 -1.21668 -0.79844
O 0.11650 1.64343 -1.78777
N -0.35841 -0.80716 -0.12876
O 2.24675 -1.20152 -0.20516
O -0.69207 1.88518 0.99928
H -0.34952 2.28546 -2.35249
*
```